DFT (ωB97M-V/def2-TZVPD) results for the molecule C20H15Cl2NO4S.

Cartesian coordinates (Å):
1 Cl 1.240 -2.125 -1.035
2 Cl 2.951 1.506 -4.548
3 S -1.282 -0.725 0.406
4 O -2.360 -0.489 1.317
5 O 1.368 -3.314 5.563
6 O -1.571 -1.347 -0.848
7 O -0.476 -2.074 5.378
8 N -0.434 0.694 0.219
9 C -3.420 3.992 -1.892
10 C 2.505 1.384 -1.895
11 C -0.921 1.898 0.882
12 C 1.982 -2.990 1.401
13 C -1.809 2.679 -0.049
14 C -0.047 -1.699 1.293
15 C 0.731 -2.531 3.407
16 C 1.952 1.270 -3.161
17 C 0.608 0.973 -3.326
18 C -1.286 3.694 -0.839
19 C 0.353 0.887 -0.940
20 C -3.944 2.976 -1.112
21 C -2.090 4.351 -1.755
22 C 0.597 -2.693 4.876
23 C -0.193 0.791 -2.214
24 C -3.142 2.319 -0.196
25 C 1.044 -2.277 0.659
26 C 1.825 -3.114 2.766
27 C -0.204 -1.823 2.659
28 C 1.703 1.189 -0.787
29 H -1.238 0.554 -2.327
30 H 2.539 -3.663 3.360
31 H -0.526 -2.217 6.337
32 H -1.067 -1.373 3.122
33 H 2.120 1.262 0.206
34 H -0.246 3.970 -0.737
35 H 2.822 -3.439 0.896
36 H -4.981 2.692 -1.219
37 H 3.552 1.615 -1.780
38 H -3.539 1.514 0.406
39 H -1.675 5.140 -2.365
40 H -0.056 2.492 1.195
41 H -4.046 4.504 -2.608
42 H 0.191 0.891 -4.318
43 H -1.474 1.559 1.757

Values from the calculation:
HOMO = -0.3299 Ha
gap between HOMO and LUMO = 0.3243 Ha
multiplicity = 1
SMILES = O=C(O)c1ccc(Cl)c(S(=O)(=O)N(Cc2ccccc2)c2ccc(Cl)cc2)c1
LUMO = -0.006 Eh

Results of the natural (NBO) charge analysis, in e, for atoms 1 through 6: number 1, Cl, carries 0.07; number 2, Cl, carries 0.01; number 3, S, carries 2.35; number 4, O, carries -0.94; number 5, O, carries -0.59; number 6, O, carries -0.91


DFT (ωB97M-V/def2-TZVPD) results for the molecule C2H6N2 at a distorted geometry.

Cartesian coordinates (Å):
1 N -1.482 -1.224 0.455
2 N 0.215 0.109 -0.710
3 C -0.797 -0.870 -0.509
4 C 0.810 1.009 0.339
5 H 0.603 2.096 0.056
6 H 0.988 -0.198 -1.371
7 H 1.909 0.651 0.455
8 H -1.197 -1.227 -1.443
9 H -1.402 -1.079 1.425
10 H 0.352 0.732 1.303

Values from the calculation:
HOMO = -0.3371 Ha
gap between HOMO and LUMO = 0.3736 Ha
multiplicity = 1
SMILES = [H]/N=C\NC
LUMO = 0.036 Eh

Results of the natural (NBO) charge analysis, in e, for atoms 1 through 6: number 1, N, carries -0.72; number 2, N, carries -0.66; number 3, C, carries 0.30; number 4, C, carries -0.43; number 5, H, carries 0.21; number 6, H, carries 0.38


DFT (ωB97M-V/def2-TZVPD) results for a structure of composition C31H26BeClN2O3SSe2.

Cartesian coordinates (Å):
1 Se 1.561 3.216 -1.217
2 Se -0.333 3.500 0.031
3 Cl -7.295 1.835 -3.341
4 S -0.081 -2.054 1.893
5 O -2.606 1.192 1.354
6 O 0.160 -1.314 0.573
7 O -1.465 0.472 -0.418
8 N 0.750 1.274 1.355
9 N 1.042 0.339 -1.385
10 C 1.599 1.427 -1.939
11 C -4.383 -4.292 0.866
12 C -2.042 -3.733 0.751
13 C 2.407 1.342 -3.071
14 C -3.228 -2.636 5.760
15 C -4.715 1.175 -2.913
16 C -2.249 -3.178 -0.511
17 C 2.646 0.115 -3.652
18 C -3.515 -3.168 -1.073
19 C -4.982 1.294 -0.150
20 C -0.767 -1.641 4.961
21 C -5.939 1.483 -2.334
22 C 1.785 1.325 3.509
23 C -4.586 -3.718 -0.381
24 C -1.593 -1.353 2.597
25 C -1.788 -1.789 4.023
26 C 1.247 -0.847 -1.992
27 C -3.118 -4.295 1.432
28 C -3.014 -2.303 4.431
29 C 1.508 0.710 2.307
30 C 0.517 3.198 2.757
31 C -0.980 -1.980 6.287
32 C -3.742 1.013 -0.717
33 C 1.238 2.576 3.759
34 C -6.084 1.520 -0.953
35 C 0.326 2.533 1.555
36 C -2.214 -2.469 6.691
37 C -3.620 0.938 -2.102
38 C 2.035 -1.006 -3.106
39 C -0.683 -3.711 1.370
40 C -2.553 0.890 0.162
41 Be -0.016 0.219 0.041
42 H 1.421 3.075 4.702
43 H -7.051 1.734 -0.519
44 H 2.427 0.837 4.228
45 H -2.387 -2.711 7.731
46 H -3.808 -2.427 3.704
47 H -2.658 0.701 -2.535
48 H -5.575 -3.709 -0.818
49 H 1.906 -0.267 2.073
50 H -0.638 -4.294 2.293
51 H -5.214 -4.734 1.400
52 H 0.140 4.205 2.863
53 H 0.087 -4.069 0.685
54 H -4.630 1.133 -3.990
55 H -0.182 -1.861 7.009
56 H 0.745 -1.689 -1.539
57 H -2.424 -1.650 1.960
58 H -5.059 1.337 0.929
59 H 3.284 0.030 -4.522
60 H -1.474 -0.270 2.519
61 H 0.194 -1.251 4.648
62 H -4.189 -3.026 6.068
63 H 2.166 -1.983 -3.546
64 H -3.669 -2.731 -2.051
65 H 2.827 2.251 -3.480
66 H -1.413 -2.746 -1.047
67 H -2.965 -4.744 2.407

Values from the calculation:
HOMO = -0.4041 Ha
gap between HOMO and LUMO = 0.2903 Ha
multiplicity = 1
charge = +1
LUMO = -0.114 Eh

Results of the natural (NBO) charge analysis, in e, for atoms 1 through 6: number 1, Se, carries 0.23; number 2, Se, carries 0.27; number 3, Cl, carries 0.03; number 4, S, carries 1.25; number 5, O, carries -0.68; number 6, O, carries -1.14


DFT (ωB97M-V/def2-TZVPD) results for a structure of composition C11H25N5O7Pt at a distorted geometry.

Cartesian coordinates (Å):
1 Pt 0.294 -0.139 -0.386
2 O 2.067 -1.060 0.546
3 O -3.892 2.554 -0.865
4 O 1.301 -2.342 -1.996
5 O -1.434 -0.663 1.965
6 O -0.236 1.698 1.774
7 O -0.119 0.083 -3.154
8 O 2.624 0.062 -2.001
9 N 3.744 -1.872 1.704
10 N 0.342 -1.981 -1.133
11 N -0.943 -1.172 0.810
12 N 0.475 1.522 0.717
13 N 1.895 0.724 -1.206
14 C 3.357 2.635 -1.412
15 C -2.230 -3.197 1.259
16 C 1.469 3.712 1.023
17 C -0.921 0.720 -1.843
18 C -1.266 -2.418 0.448
19 C 1.393 2.429 0.292
20 C 2.197 1.976 -0.778
21 C -0.522 -4.271 -1.201
22 C 1.992 -0.806 3.000
23 C 2.574 -1.238 1.706
24 C -0.514 -2.889 -0.665
25 H -1.549 -4.594 -1.404
26 H 4.278 2.057 -1.256
27 H -0.105 -4.974 -0.466
28 H 0.971 -1.190 3.108
29 H 3.205 2.744 -2.494
30 H 1.850 -1.501 -2.144
31 H -2.796 -3.880 0.616
32 H -1.713 -3.814 2.008
33 H 1.746 3.563 2.076
34 H -1.940 0.755 -2.272
35 H 2.220 4.363 0.567
36 H 2.599 -1.179 3.836
37 H -1.074 0.295 1.994
38 H 4.251 -2.069 2.551
39 H -0.693 1.782 -1.710
40 H 1.962 0.290 3.055
41 H 0.507 4.242 1.003
42 H -1.327 0.010 -1.016
43 H 0.065 -4.337 -2.121
44 H -4.760 2.145 -0.710
45 H -0.563 0.481 -3.929
46 H 3.505 3.631 -0.987
47 H 4.130 -2.146 0.806
48 H -2.939 -2.547 1.784
49 H -3.560 2.751 0.029

Values from the calculation:
HOMO (spin up / spin down) = -0.1965 / -0.2491 Ha
gap between HOMO and LUMO (spin up / spin down) = 0.2119 / 0.2519 Ha
multiplicity = 3
<S²> = 2.02
LUMO (spin up / spin down) = 0.015 / 0.003 Eh

Results of the natural (NBO) charge analysis, in e, for atoms 1 through 6: number 1, Pt, carries 1.23; number 2, O, carries -0.67; number 3, O, carries -0.95; number 4, O, carries -0.57; number 5, O, carries -0.59; number 6, O, carries -0.62


DFT (ωB97M-V/def2-TZVPD) results for a cluster of 2 separate species, C8H17N4 in total at a distorted geometry.

Cartesian coordinates (Å):
1 N 2.537 0.014 -0.214
2 N 3.360 0.830 0.528
3 N 4.174 -1.201 0.866
4 N -2.595 -0.251 1.098
5 C -3.458 0.849 1.430
6 C 1.511 0.390 -0.927
7 C -2.579 -0.888 -0.089
8 C -1.740 -1.896 -0.401
9 C 1.155 1.832 -0.988
10 C 4.326 0.030 1.099
11 C 0.713 -0.602 -1.646
12 C 3.044 -1.361 0.017
13 H 0.197 1.962 -1.483
14 H 1.096 2.271 0.008
15 H -4.074 0.616 2.302
16 H 2.281 -1.980 0.497
17 H -4.115 1.065 0.590
18 H -0.179 -0.947 -1.040
19 H -3.240 -0.465 -0.834
20 H 0.293 -0.169 -2.550
21 H -1.837 -2.413 -1.337
22 H -2.054 -0.648 1.853
23 H -1.156 -2.379 0.365
24 H 1.274 -1.498 -1.894
25 H 1.903 2.388 -1.557
26 H 3.345 -1.838 -0.923
27 H 5.107 0.449 1.704
28 H 3.385 1.827 0.378
29 H -2.871 1.745 1.655

Values from the calculation:
HOMO = -0.3951 Ha
gap between HOMO and LUMO = 0.2650 Ha
multiplicity = 1
charge = +1
LUMO = -0.130 Eh

Results of the natural (NBO) charge analysis, in e, for atoms 1 through 6: number 1, N, carries -0.12; number 2, N, carries -0.44; number 3, N, carries -0.41; number 4, N, carries -0.59; number 5, C, carries -0.40; number 6, C, carries 0.42


Here are the calculated energy relative to the best compared isomer or geometry (same formula, charge and spin) numbers, same order: 0.0 41.0 0.0 0.0 35.8 (kcal per mole).